Entry 1:
Entry from OMol25: a structure of composition C43H65ClN2O4P2RuS at a distorted geometry (wB97M-V/def2-TZVPD).

CARTESIAN COORDINATES (ANGSTROEM)
Ru1 1.791 0.140 0.975
O1 0.365 0.107 2.731
N1 0.635 0.914 3.772
C1 -0.423 1.403 4.497
C2 -0.250 2.308 5.500
C3 1.038 2.798 5.796
C4 2.099 2.328 5.009
C5 1.919 1.388 4.013
S1 3.216 0.762 3.076
H1 -1.384 1.016 4.201
H2 -1.118 2.643 6.055
H3 1.210 3.499 6.601
H4 3.107 2.689 5.161
O2 -1.103 -0.211 0.167
P1 -2.564 -0.414 0.037
C6 -3.575 1.145 0.261
C7 -2.727 2.138 1.075
C8 -1.621 2.814 0.255
C9 -2.013 3.021 -1.214
C10 -3.527 3.140 -1.346
C11 -4.184 1.800 -1.002
C12 -3.096 -1.181 -1.583
C13 -2.973 -2.716 -1.579
C14 -1.497 -3.095 -1.707
C15 -1.012 -2.780 -3.134
C16 -1.845 -1.651 -3.759
C17 -2.188 -0.604 -2.697
C18 -3.162 -1.611 1.329
C19 -2.685 -1.263 2.747
C20 -3.691 -0.449 3.558
C21 -5.052 -1.139 3.580
C22 -5.591 -1.256 2.159
C23 -4.633 -2.053 1.268
H5 -4.399 0.818 0.897
H6 -2.255 1.609 1.908
H7 -3.395 2.892 1.505
H8 -0.722 2.211 0.304
H9 -1.393 3.777 0.722
H10 -1.670 2.175 -1.816
H11 -1.526 3.912 -1.617
H12 -3.810 3.425 -2.363
H13 -3.890 3.924 -0.673
H14 -4.082 1.140 -1.863
H15 -5.258 1.952 -0.849
H16 -4.146 -0.910 -1.744
H17 -3.521 -3.111 -2.441
H18 -3.434 -3.161 -0.696
H19 -1.342 -4.152 -1.468
H20 -0.911 -2.513 -0.993
H21 -1.069 -3.671 -3.768
H22 0.029 -2.460 -3.091
H23 -2.764 -2.048 -4.209
H24 -1.274 -1.174 -4.557
H25 -2.641 0.272 -3.167
H26 -1.238 -0.290 -2.261
H27 -2.543 -2.463 1.021
H28 -1.720 -0.753 2.676
H29 -2.505 -2.198 3.291
H30 -3.804 0.556 3.138
H31 -3.322 -0.336 4.581
H32 -5.757 -0.583 4.206
H33 -4.946 -2.140 4.013
H34 -5.748 -0.254 1.752
H35 -6.566 -1.754 2.158
H36 -4.997 -2.013 0.238
H37 -4.683 -3.100 1.589
C24 2.389 4.567 -0.778
C25 2.014 4.895 0.683
C26 2.076 3.523 1.358
O3 1.633 2.632 0.350
C27 2.296 3.028 -0.849
H38 3.400 4.900 -1.015
H39 1.698 5.032 -1.481
H40 0.998 5.291 0.737
H41 2.691 5.611 1.150
H42 1.424 3.413 2.224
H43 3.106 3.286 1.652
H44 1.715 2.660 -1.692
H45 3.289 2.568 -0.886
C28 0.671 -3.088 2.592
P2 1.829 -3.161 1.198
C29 2.077 -4.935 0.806
C30 3.438 -2.723 1.899
O4 1.353 -2.429 -0.002
H46 1.054 -3.597 3.477
H47 -0.289 -3.514 2.293
H48 0.532 -2.020 2.799
H49 2.379 -5.512 1.681
H50 2.858 -4.987 0.047
H51 1.149 -5.330 0.389
H52 3.704 -3.423 2.693
H53 3.374 -1.711 2.298
H54 4.190 -2.737 1.109
Cl1 -0.158 2.133 -4.607
C31 0.706 0.713 -5.194
C32 0.744 0.515 -6.552
C33 1.390 -0.600 -7.091
C34 2.027 -1.479 -6.198
C35 2.015 -1.272 -4.844
C36 1.326 -0.158 -4.220
C37 1.261 0.008 -2.866
H55 0.258 1.230 -7.207
H56 1.419 -0.762 -8.162
H57 2.549 -2.344 -6.599
H58 2.539 -1.956 -4.184
H59 1.748 -0.666 -2.174
H60 0.735 0.840 -2.415
N2 3.299 -0.072 -0.095
C38 4.611 -0.165 -0.229
C39 5.537 0.740 0.378
C40 6.899 0.586 0.236
C41 7.438 -0.441 -0.539
C42 6.561 -1.327 -1.163
C43 5.196 -1.202 -1.023
H61 5.128 1.535 0.991
H62 7.573 1.271 0.742
H63 8.510 -0.543 -0.662
H64 6.959 -2.136 -1.768
H65 4.522 -1.897 -1.511

Summary:
**Relative energy (zero: lowest compared OMol25 entry of this formula, charge and spin)**: 61.52 kJ/mol
**Spin multiplicity**: 5
**Strongest force on any atom**: 2.1 eV Å⁻¹
**Net charge**: -2

Entry 2:
Entry from OMol25: a cluster of 2 separate species, C43H66ClN2O4 in total at a distorted geometry (wB97M-V/def2-TZVPD).

CARTESIAN COORDINATES (ANGSTROEM)
C1 8.399 1.201 0.533
C2 7.636 -0.079 -0.051
C3 6.548 -0.479 1.014
C4 5.487 -1.546 0.472
C5 4.193 -1.376 1.356
C6 3.026 -2.373 1.021
C7 2.579 -2.386 -0.495
C8 1.037 -2.776 -0.664
C9 0.559 -3.891 0.331
C10 -0.975 -4.261 0.140
C11 -1.301 -5.596 0.944
C12 -2.429 -5.416 2.031
C13 -3.880 -5.221 1.431
C14 -4.575 -3.927 2.073
C15 -5.970 -4.314 2.710
C16 -7.137 -3.298 2.381
C17 -7.221 -2.988 0.838
C18 -7.689 -4.126 0.015
C19 -7.786 -4.024 -1.431
C20 -7.410 -2.703 -1.972
C21 -6.940 -1.554 -1.225
O1 -6.633 -0.375 -1.917
C22 -5.276 -0.018 -1.789
O2 -5.013 0.931 -1.096
C23 -4.109 -0.712 -2.508
C24 -2.770 -0.090 -2.391
C25 -1.617 -0.644 -3.063
C26 -1.692 -1.855 -3.911
C27 -3.019 -2.491 -3.993
C28 -4.193 -1.925 -3.308
C29 -6.846 -1.678 0.259
C30 -6.356 -0.499 1.173
C31 -7.227 0.810 0.995
C32 -8.536 0.819 1.870
Cl1 -6.191 2.212 1.612
C33 -7.659 -2.921 -3.496
O3 -7.342 -2.139 -4.349
N1 -8.342 -4.199 -3.715
C34 -8.204 -5.048 -2.525
O4 -8.330 -6.226 -2.414
H1 9.464 1.261 0.176
H2 7.835 2.154 0.303
H3 8.413 1.124 1.658
H4 8.381 -0.913 -0.127
H5 7.208 0.206 -1.044
H6 5.957 0.461 1.249
H7 6.987 -0.794 2.003
H8 5.303 -1.418 -0.624
H9 5.964 -2.549 0.649
H10 4.512 -1.605 2.418
H11 3.871 -0.294 1.381
H12 3.214 -3.432 1.333
H13 2.129 -2.019 1.613
H14 2.819 -1.408 -0.999
H15 3.200 -3.169 -1.020
H16 0.441 -1.822 -0.608
H17 0.943 -3.166 -1.718
H18 0.670 -3.607 1.412
H19 1.212 -4.796 0.144
H20 -1.115 -4.493 -0.949
H21 -1.614 -3.390 0.435
H22 -1.517 -6.463 0.260
H23 -0.357 -5.845 1.517
H24 -2.124 -4.576 2.715
H25 -2.453 -6.355 2.662
H26 -4.513 -6.144 1.555
H27 -3.797 -5.075 0.313
H28 -3.938 -3.478 2.884
H29 -4.637 -3.167 1.253
H30 -6.312 -5.329 2.384
H31 -5.858 -4.350 3.831
H32 -7.148 -2.380 3.015
H33 -8.102 -3.841 2.611
H34 -7.975 -5.085 0.517
H35 -2.624 0.835 -1.788
H36 -0.620 -0.156 -2.986
H37 -0.806 -2.262 -4.455
H38 -3.081 -3.401 -4.634
H39 -5.156 -2.463 -3.427
H40 -6.400 -0.762 2.265
H41 -5.267 -0.288 0.970
H42 -7.424 1.007 -0.088
H43 -8.262 1.245 2.872
H44 -9.247 1.567 1.418
H45 -8.970 -0.208 1.949
H46 -9.330 -3.903 -3.675
C35 7.857 4.883 1.818
C36 8.265 5.468 0.470
C37 7.470 6.663 -0.050
N2 5.975 6.454 -0.317
C38 5.535 7.642 -1.186
C39 4.028 7.723 -1.368
C40 3.309 7.762 -0.031
C41 3.698 6.553 0.801
C42 5.203 6.473 0.995
C43 5.765 5.174 -1.077
H47 6.982 4.236 1.727
H48 8.660 4.255 2.207
H49 7.658 5.664 2.554
H50 8.294 4.673 -0.279
H51 9.300 5.811 0.568
H52 7.906 6.963 -1.007
H53 7.555 7.513 0.630
H54 5.903 8.544 -0.692
H55 6.036 7.539 -2.150
H56 3.786 8.624 -1.936
H57 3.663 6.881 -1.963
H58 2.228 7.780 -0.184
H59 3.571 8.680 0.506
H60 3.323 5.638 0.334
H61 3.218 6.615 1.781
H62 5.439 5.565 1.542
H63 5.557 7.336 1.564
H64 6.031 4.335 -0.436
H65 6.394 5.196 -1.965
H66 4.719 5.086 -1.361

Summary:
**Strongest force on any atom**: 4.2 eV Å⁻¹
**Net charge**: +1

We obtain total energy values of -101332.04960 -69344.92231 eV for the records listed above, in that order.